No. 1
DFT (ωB97M-V with the def2-TZVPD basis set) results for an isolated molecule of C12H16NOP.

```
31
Properties=species:S:1:pos:R:3:forces:R:3
C 3.78362 0.49887 -0.05392 -1.8 1.7 0.4
C 3.39488 1.38332 0.88829 0.4 -0.8 -1.7
C 2.04152 1.97772 1.05531 -1.8 -1.3 0.2
N 1.00812 1.41276 0.11196 2.9 1.4 -1.6
P 0.07854 0.16313 0.60057 -2.4 -0.7 0.4
O -0.12937 -0.78042 -0.72424 -0.4 -0.3 -0.6
C 0.57822 -1.95996 -1.02890 1.9 -0.2 -1.2
C 0.93971 -2.79176 0.19616 -2.0 -1.3 -2.5
C 0.67655 -4.11012 0.17626 2.7 0.1 2.6
C -1.63069 0.89798 0.30337 -0.7 -0.5 0.0
C -2.74206 0.07106 -0.00238 0.0 0.6 0.8
C -4.05841 0.59245 -0.22270 1.8 -0.3 0.9
C -4.22429 1.96686 -0.08756 -0.9 0.6 -0.3
C -3.12078 2.75323 0.24700 -1.3 2.2 -0.1
C -1.87159 2.26429 0.44099 2.5 0.2 -0.2
H 4.78741 0.12968 -0.13165 0.1 -0.2 0.0
H 3.01958 0.33944 -0.83758 0.9 -0.6 0.4
H 4.07260 1.73445 1.60964 1.1 0.2 1.0
H 1.78045 1.70774 2.16699 -0.1 0.9 -2.1
H 1.91688 3.04337 0.80918 0.8 -0.1 0.9
H 1.37434 1.48738 -0.89669 -1.3 -0.1 2.0
H 0.06569 -2.57429 -1.86952 0.4 1.1 1.7
H 1.55093 -1.60208 -1.54158 -1.0 -0.7 0.7
H 1.25431 -2.23607 1.04369 0.7 0.0 0.7
H 1.17440 -4.73402 0.96741 -0.9 0.7 -0.3
H 0.30629 -4.76732 -0.56224 -0.7 0.2 -1.3
H -2.53871 -0.99416 0.12054 -0.5 0.1 -0.6
H -4.88250 -0.10536 -0.32088 0.0 0.2 -0.3
H -5.21293 2.49129 -0.26146 1.2 -0.9 0.3
H -3.22410 3.86630 0.34997 -0.2 -1.2 -0.2
H -0.99926 2.99274 0.57431 -1.3 -1.2 0.1
```
Positions in Å, forces in eV/Å.

Values from the calculation:
total charge: 0
SMILES: C=CCNP(OCC=C)c1ccccc1

---

No. 2
DFT (ωB97M-V with the def2-TZVPD basis set) results for a 10-piece molecular cluster, C5H30N2O10 overall.

```
47
Properties=species:S:1:pos:R:3:forces:R:3
C 2.53838 -2.23575 0.86402 -3.7 -2.7 0.4
N 1.59051 -1.28741 0.27925 -3.0 1.1 0.5
C 1.56542 0.20860 0.67021 -1.2 -3.2 -0.1
C 0.92403 0.60112 2.05462 -1.6 -3.6 -0.8
O 0.03049 -0.04881 2.62405 2.5 1.3 -1.0
C 0.54159 0.95800 -0.25504 1.5 3.4 1.1
C -0.86046 0.46920 -0.13719 1.9 -4.5 -3.0
N -1.04011 -0.76903 -1.04706 -3.4 0.7 2.2
H 3.47832 -2.25986 0.38373 1.0 0.1 -0.4
H 1.98477 -3.31331 0.73889 1.5 2.3 -0.3
H 2.57663 -2.25357 1.94375 0.5 0.5 0.3
H 0.59661 -1.60450 0.44672 1.7 0.0 -0.2
H 2.61571 0.31545 0.53236 0.6 2.0 0.3
H 1.13141 1.59701 2.30560 0.5 1.8 1.0
H 0.52519 2.07457 0.11328 0.2 -1.7 -0.4
H 0.91231 1.12927 -1.30175 0.1 -0.9 1.2
H -1.65782 1.06249 -0.24862 -2.3 3.4 -2.2
H -1.23574 0.23409 0.77477 0.4 -1.6 3.6
H -0.23116 -0.91265 -1.51654 3.2 -0.4 -1.7
H -1.22843 -1.69727 -0.56871 0.3 2.1 -0.3
O -0.10705 1.46516 -3.19891 -0.6 0.8 4.0
H -0.27455 1.36024 -2.15142 0.2 0.9 -3.8
H -0.24310 0.55830 -3.39626 -0.2 -1.5 -0.9
O -2.39796 -2.74353 -2.37426 2.9 -6.6 0.5
H -2.48347 -1.90479 -2.65513 0.1 4.7 -1.5
H -1.44853 -3.09170 -2.60461 -2.9 1.3 0.6
O 3.68130 2.62873 0.75506 -4.0 0.4 3.1
H 4.32250 2.56234 0.14402 3.5 -0.2 -3.4
H 4.08217 2.60968 1.61667 0.4 0.0 0.4
O -4.11583 -2.29826 -0.35874 -0.7 1.2 1.3
H -3.78483 -3.05541 -0.80669 0.5 -0.7 -1.1
H -3.95643 -1.52475 -0.91401 0.1 -0.4 0.0
O -3.46196 1.17835 1.86839 -0.3 0.4 -0.6
H -4.41350 1.25411 1.71302 0.0 -0.3 0.4
H -3.16468 1.64921 1.07293 0.2 -0.1 0.2
O -1.49728 -2.66944 0.99580 -1.1 -0.5 -0.9
H -1.46710 -2.18576 1.80967 0.2 0.5 0.9
H -2.41521 -2.49380 0.65650 0.6 -0.3 0.4
O -3.58052 2.16926 -0.96679 -1.8 1.4 1.5
H -3.10593 2.04461 -1.75272 1.2 -0.4 -1.8
H -4.13218 2.96774 -1.14050 0.6 -0.9 0.3
O 3.38274 3.10813 -2.28484 -4.1 0.1 0.8
H 3.59868 2.23234 -2.54799 0.9 -1.3 -0.6
H 2.34558 2.93021 -2.16531 3.3 1.1 -0.3
O 3.56444 -0.35226 2.94673 -1.6 0.0 2.6
H 3.11629 -1.00835 3.54370 0.9 -0.5 -1.3
H 3.19873 0.34201 3.53934 0.8 0.7 -1.0
```
Positions in Å, forces in eV/Å.

Values from the calculation:
total charge: 0
SMILES: CN[C@H](C=O)CCN.O.O.O.O.O.O.O.O.O

---

Looking at LUMO energy for the records above, in order, we have 0.03466; 0.00624 Ha.
Looking at Kohn-Sham gap for the records above, in order, we have 9.157; 8.787 eV.
Looking at relative energy (zero: lowest compared OMol25 entry of this formula, charge and spin) for the records above, in order, we have 2.774; 6.979 eV.